<i>
Computed, not measured: 2 unconnected molecules or ions with the total composition H4N2O2P, with ωB97M-V with the def2-TZVPD basis set.

Atoms and positions in Å:
N 0.037 -1.371 1.403
N 0.233 -0.435 -0.507
O 0.342 1.953 0.530
O -1.756 1.322 -0.825
P -0.293 1.142 -0.499
H 0.609 -2.278 1.183
H 0.771 -0.693 1.588
H -0.455 -0.924 -1.117
H 0.511 1.284 -1.756

Properties
charge = -1
lowest unoccupied orbital energy (alpha / beta) = 0.127 / 0.130 hartree
orbital gap (alpha / beta) = 8.2 / 8.4 eV

<ii>
Computed, not measured: a gas-phase ion, H4N2O2P (charge -1), with ωB97M-V with the def2-TZVPD basis set.

Atoms and positions in Å:
N -0.221 -1.214 0.472
P 0.665 0.166 0.024
N -1.001 1.198 0.004
O 1.032 0.008 -1.413
O 1.512 0.688 1.110
H -0.470 -1.947 -0.225
H 0.309 -1.621 1.198
H -1.372 0.759 -0.907
H -0.455 1.963 -0.262

Properties
charge = -1
lowest unoccupied orbital energy = 0.167 hartree
orbital gap = 9.1 eV

Which structure is the most stable? The one labeled <ii>.

<i>
Computed, not measured: 2 unconnected molecules or ions with the total composition C5H14NO, with ωB97M-V with the def2-TZVPD basis set.

Atoms and positions in Å:
C -1.334 -0.764 -2.050
C -0.212 -0.269 -1.161
C 0.370 -1.386 -0.286
C 1.416 -0.900 0.659
C 1.297 -1.007 1.971
N -0.753 0.795 -0.217
H -2.053 -1.366 -1.489
H -1.789 0.060 -2.593
H -0.866 -1.436 -2.771
H 0.603 0.188 -1.715
H 0.770 -2.133 -0.980
H -0.424 -1.890 0.258
H 2.332 -0.447 0.285
H 2.050 -0.667 2.663
H 0.437 -1.478 2.452
H -0.058 1.038 0.497
H -1.600 0.478 0.263
H -0.978 1.677 -0.679
H 0.024 3.058 2.389
H 0.496 3.626 1.013
O 0.273 2.824 1.491

Properties
charge = +1
lowest unoccupied orbital energy = -0.115 hartree
orbital gap = 10.6 eV

<ii>
Computed, not measured: 2 unconnected molecules or ions with the total composition C5H14NO, with ωB97M-V with the def2-TZVPD basis set.

Atoms and positions in Å:
C 1.950 2.172 -0.184
C 0.470 1.839 0.279
C -0.083 0.852 -0.587
C 0.140 -0.570 -0.410
C -0.065 -2.529 0.950
N -0.434 -1.111 0.851
H 2.452 2.744 0.589
H 1.911 2.767 -1.094
H 2.472 1.224 -0.319
H -0.113 2.760 0.263
H 0.486 1.524 1.326
H -0.775 1.146 -1.376
H -2.866 0.043 -0.603
H 1.228 -0.742 -0.398
H -0.298 -1.119 -1.248
H 1.022 -2.717 0.938
H -0.523 -3.071 0.126
H -0.434 -2.917 1.894
H 0.051 -0.656 1.626
H -3.734 -0.854 -1.515
O -2.856 -0.788 -1.108

Properties
charge = +1
lowest unoccupied orbital energy = -0.256 hartree
orbital gap = 6.8 eV

<iii>
Computed, not measured: 2 unconnected molecules or ions with the total composition C5H14NO, with ωB97M-V with the def2-TZVPD basis set.

Atoms and positions in Å:
C 2.051 -1.750 1.161
C 1.575 -1.690 -0.291
C 1.085 -0.276 -0.705
C 0.009 0.494 0.053
C -2.278 0.637 -0.991
N -1.227 0.043 -0.507
H 2.243 -2.851 1.287
H 2.865 -1.073 1.340
H 1.180 -1.460 1.853
H 2.323 -2.137 -1.034
H 0.693 -2.298 -0.376
H 1.951 0.510 -0.890
H 0.688 -0.399 -1.747
H -0.131 0.336 1.096
H -0.010 1.637 -0.278
H -3.098 0.071 -1.439
H -2.180 1.737 -1.051
H -1.272 -0.948 -0.672
H -2.719 2.598 1.051
H -1.839 3.761 1.399
O -1.908 3.058 0.743

Properties
charge = +1
lowest unoccupied orbital energy = -0.182 hartree
orbital gap = 10.1 eV

Which structure is the most stable? The one labeled <i>.

<i>
Computed, not measured: 2 unconnected molecules or ions with the total composition C5H14NO, with ωB97M-V with the def2-TZVPD basis set.

Atoms and positions in Å:
C 0.378 2.054 1.761
C -0.505 1.871 0.528
C -0.929 0.381 0.249
C 0.300 -0.529 -0.143
C 0.334 0.461 -2.279
N 0.874 -0.423 -1.516
H -0.056 2.788 2.446
H 0.319 1.140 2.358
H 1.396 2.355 1.526
H -1.491 2.308 0.686
H -0.169 2.232 -0.457
H -1.128 -0.094 1.219
H -1.815 0.296 -0.384
H 1.030 -0.173 0.581
H -0.104 -1.522 0.021
H 0.968 1.010 -2.979
H -0.732 0.641 -2.269
H 1.712 -0.919 -1.794
H -0.870 -4.738 -0.127
H 0.540 -4.884 0.491
O -0.053 -4.256 0.083

Properties
charge = +1
lowest unoccupied orbital energy = -0.198 hartree
orbital gap = 9.2 eV

<ii>
Computed, not measured: a gas-phase ion, C5H14NO (charge +1), with ωB97M-V with the def2-TZVPD basis set.

Atoms and positions in Å:
C 1.866 1.479 -0.833
C 0.725 0.648 -0.268
N 1.265 -0.432 0.711
C -0.348 -0.013 -1.128
C -1.354 -0.979 -0.434
C -1.955 -0.377 0.787
O -1.068 -0.759 1.817
H 2.710 0.924 -1.235
H 2.443 2.062 -0.058
H 1.538 2.166 -1.709
H 0.190 1.537 0.358
H 0.524 -1.073 1.122
H 1.647 0.154 1.479
H 2.055 -0.991 0.283
H 0.106 -0.608 -2.015
H -0.927 0.638 -1.787
H -0.882 -1.958 -0.274
H -2.146 -1.142 -1.221
H -2.044 0.712 0.727
H -2.978 -0.777 1.017
H -1.367 -1.213 2.663

Properties
charge = +1
lowest unoccupied orbital energy = -0.115 hartree
orbital gap = 11.6 eV

<iii>
Computed, not measured: 2 unconnected molecules or ions with the total composition C5H14NO, with ωB97M-V with the def2-TZVPD basis set.

Atoms and positions in Å:
C -2.602 -1.002 -0.523
C -2.234 0.500 -0.589
C -1.203 0.877 0.518
C 0.332 0.600 0.312
C 0.741 0.217 -0.909
N 2.165 -0.261 -1.029
H -1.590 -1.545 -0.460
H -2.919 -1.418 -1.431
H -3.174 -1.260 0.380
H -3.201 1.011 -0.366
H -1.836 0.877 -1.534
H -1.518 0.654 1.544
H -1.417 1.883 0.767
H 0.887 0.504 1.319
H 0.274 0.353 -1.903
H 2.327 -1.018 -1.799
H 2.383 -0.586 -0.095
H 2.798 0.492 -1.105
H 3.498 -1.013 2.586
H 3.338 0.492 2.193
O 2.951 -0.356 2.123

Properties
charge = +1
lowest unoccupied orbital energy = -0.127 hartree
orbital gap = 10.5 eV

<iv>
Computed, not measured: 2 unconnected molecules or ions with the total composition C5H14NO, with ωB97M-V with the def2-TZVPD basis set.

Atoms and positions in Å:
C -1.036 -1.820 0.886
C -0.219 -0.892 -0.047
N -0.345 0.627 0.349
C 0.924 1.340 0.413
C 1.831 0.352 -0.374
C 1.364 -1.030 0.004
H -2.144 -1.752 0.680
H -0.715 -1.343 1.833
H -0.490 -2.798 0.808
H -0.511 -1.020 -1.113
H -0.809 0.717 1.286
H -0.949 1.064 -0.373
H 0.986 2.400 0.224
H 1.168 1.254 1.517
H 1.714 0.535 -1.444
H 2.860 0.597 -0.133
H 1.536 -1.367 1.073
H 1.790 -1.845 -0.638
H -1.816 1.429 -2.158
H -2.820 2.186 -1.406
O -2.321 1.365 -1.387

Properties
charge = +1
lowest unoccupied orbital energy = -0.112 hartree
orbital gap = 12.6 eV

Which structure is the most stable? The one labeled <iv>.